Entry from the Open Molecules 2025 dataset: a structure of composition C5H11AuO4 at a distorted geometry (ωB97M-V/def2-TZVPD).

Element x y z (Å)
C  -3.03347  0.55931  -0.66644
O  -2.96005  -0.27566  0.44541
C  -1.77420  0.45521  -1.52564
O  -0.66426  0.56028  -0.62218
C  0.61506  0.16210  -1.10530
C  1.49835  -0.00650  0.09524
O  0.81034  -0.75598  1.09078
C  1.64522  -1.23651  2.14749
Au  -1.11814  -0.39671  1.00524
H  -3.16212  1.61941  -0.36891
H  -3.89078  0.30605  -1.31747
H  -1.71277  1.24897  -2.28344
H  -1.72250  -0.52900  -2.01936
H  1.02960  0.91958  -1.78444
H  0.51045  -0.79096  -1.64941
H  2.03672  1.03329  0.55714
H  1.02144  -1.86383  2.79191
H  2.48148  -1.80495  1.72108
H  2.05336  -0.38797  2.71291
H  2.49908  -0.41642  -0.12564
O  3.83721  1.60029  0.90103

total energy: -633.1611 hartree
ΔE to the lowest compared entry with this formula, charge and spin: 42.1 kJ/mol
<S²>: 3.759
charge: +1
multiplicity: 4

Atom charges from the Mulliken analysis, given in e for atoms 1 to 6: atom 1 (C): -0.285, atom 2 (O): -0.620, atom 3 (C): -0.515, atom 4 (O): -0.287, atom 5 (C): -0.532, atom 6 (C): -0.324

=====

Entry from the Open Molecules 2025 dataset: an isolated molecule of C5H11B at a distorted geometry (ωB97M-V/def2-TZVPD).

Element x y z (Å)
B  -0.18454  0.02538  0.25801
C  2.28987  -0.19831  -0.50282
C  1.22216  -0.73626  -0.02260
C  -1.61313  -0.69290  -0.69703
C  -0.09010  1.58614  -0.16001
C  -0.68009  -0.45067  1.58242
H  3.12574  -0.82473  -0.30385
H  2.44510  0.83090  -0.73605
H  1.09328  -1.75447  0.04116
H  -1.33181  -0.62309  -1.70550
H  -2.39461  0.08423  -0.56967
H  -1.83514  -1.61635  -0.32635
H  -0.91137  2.20927  0.05804
H  -0.03807  1.41259  -1.22965
H  0.86703  2.07428  0.16631
H  -1.04807  -1.43269  1.68156
H  -0.91627  0.10666  2.46602

total energy: -221.7874 hartree
ΔE to the lowest compared entry with this formula, charge and spin: 425.3 kJ/mol
multiplicity: 1

Atom charges from the Mulliken analysis, given in e for atoms 1 to 6: atom 1 (B): 0.209, atom 2 (C): -0.915, atom 3 (C): -0.186, atom 4 (C): -1.257, atom 5 (C): -1.116, atom 6 (C): -0.300

=====

Entry from the Open Molecules 2025 dataset: the ion C5H11BN with charge +1 at a distorted geometry (ωB97M-V/def2-TZVPD).

Element x y z (Å)
C  1.53401  -1.02823  -1.51550
N  0.42251  -0.57416  -0.60113
C  0.63899  -0.65968  0.84298
C  -0.19621  -0.22623  1.76820
C  -1.38220  0.51723  1.36105
B  -1.23593  1.28545  0.06864
C  -0.07277  0.85413  -0.92852
H  1.02538  -0.80034  -2.47667
H  2.48271  -0.36263  -1.44012
H  1.53928  -2.11143  -1.22048
H  -0.41505  -1.25490  -0.68661
H  1.59138  -1.09346  1.12617
H  -0.09462  -0.37377  2.81493
H  -1.49711  1.16923  2.20858
H  -2.38386  -0.02611  1.52852
H  -1.98127  2.11614  -0.19191
H  -0.66628  0.89743  -1.81303
H  0.69104  1.67132  -0.84508

total energy: -276.3925 hartree
SMILES string: C[N@H+]1C=CCBC1
ΔE to the lowest compared entry with this formula, charge and spin: 108.9 kJ/mol
charge: +1
multiplicity: 1

Atom charges from the Mulliken analysis, given in e for atoms 1 to 6: atom 1 (C): -0.801, atom 2 (N): 0.083, atom 3 (C): -0.457, atom 4 (C): -0.224, atom 5 (C): -0.624, atom 6 (B): -0.017

=====

Entry from the Open Molecules 2025 dataset: an isolated molecule of C5H11BO at a distorted geometry (ωB97M-V/def2-TZVPD).

Element x y z (Å)
B  -0.89913  0.45117  -0.25856
C  -0.10036  -0.90106  -0.37095
C  2.06969  1.63780  0.12663
C  1.35755  -0.84083  0.40571
C  2.29078  0.25106  -0.14400
C  -3.32288  0.06930  0.12134
O  -2.15298  0.80351  -0.17329
H  -0.66407  -1.71252  0.01960
H  0.19598  -1.08205  -1.49790
H  1.36113  2.12793  -0.64519
H  2.32994  2.20359  0.97215
H  1.11166  -0.71373  1.51950
H  1.77223  -1.91000  0.27368
H  2.06621  0.10146  -1.26484
H  3.33511  -0.10761  0.08337
H  -3.92879  0.64754  0.89407
H  -2.80315  -0.71340  0.68491
H  -4.01892  -0.31215  -0.74622

total energy: -297.0328 hartree
ΔE to the lowest compared entry with this formula, charge and spin: 434.7 kJ/mol
multiplicity: 1

Atom charges from the Mulliken analysis, given in e for atoms 1 to 6: atom 1 (B): 0.272, atom 2 (C): -0.887, atom 3 (C): -0.910, atom 4 (C): -0.494, atom 5 (C): -0.117, atom 6 (C): -0.543

=====

Entry from the Open Molecules 2025 dataset: a structure of composition C5H11Br2N3O3 at a distorted geometry (ωB97M-V/def2-TZVPD).

Element x y z (Å)
C  0.46208  1.56195  2.18814
C  -0.45798  0.33421  2.08743
Br  -1.88534  0.49678  3.39567
C  -0.98665  0.23777  0.64503
Br  -2.69979  -0.70669  0.38433
N  0.00341  -0.27572  -0.28645
C  0.45587  -1.48727  -0.39456
N  0.52569  -2.44571  0.63178
N  0.87901  -1.89310  -1.61369
H  -0.10000  2.43343  2.51859
H  0.87308  1.80364  1.20209
H  1.29623  1.37528  2.86122
H  0.08684  -0.56291  2.36241
H  -1.19448  1.25877  0.32038
H  0.40129  0.44325  -1.12182
H  1.27845  -2.23269  1.27205
H  -0.34862  -2.56806  1.12770
H  1.44852  -2.72807  -1.55024
H  1.34969  -1.17939  -2.17135
C  0.03672  1.31680  -3.06448
O  0.77279  0.92004  -2.06121
O  -1.33616  1.27156  -2.73614
O  0.38046  1.65647  -4.16404
H  -1.24114  0.96965  -1.83285

total energy: -5735.1422 hartree
multiplicity: 1

Atom charges from the Mulliken analysis, given in e for atoms 1 to 6: atom 1 (C): -1.200, atom 2 (C): 0.275, atom 3 (Br): -0.095, atom 4 (C): -1.066, atom 5 (Br): -0.007, atom 6 (N): -0.310

=====

Entry from the Open Molecules 2025 dataset: a cluster of 3 separate species, C5H11Br4NO2 in total (ωB97M-V/def2-TZVPD).

Element x y z (Å)
C  0.10338  -1.26379  -0.32988
N  -1.09453  -2.07724  -0.66039
O  -1.78290  -2.46700  0.25924
O  -1.34692  -2.22985  -1.83686
H  0.25469  -0.55792  -1.13413
H  0.92613  -1.96988  -0.24166
H  -0.07576  -0.81079  0.63760
Br  0.52324  1.21726  2.72442
C  -0.04855  -0.26986  3.84771
C  -0.40334  0.25553  5.19677
Br  -0.98637  -1.23316  6.29714
H  0.78261  -0.96699  3.87433
H  -0.88845  -0.72454  3.33225
H  -1.22582  0.96181  5.15712
H  0.44915  0.70658  5.69318
Br  2.34139  0.65619  -2.82745
C  1.03184  1.85470  -3.66893
C  0.13500  1.02138  -4.53335
Br  -1.05536  2.20329  -5.50365
H  1.63260  2.56344  -4.22491
H  0.52822  2.32759  -2.83585
H  -0.49287  0.35074  -3.95447
H  0.69263  0.45251  -5.26821

total energy: -10698.3126 hartree
SMILES string: C[N+](=O)[O-].BrCCBr.BrCCBr
ΔE to the lowest compared entry with this formula, charge and spin: 0.0 kJ/mol
multiplicity: 1

Atom charges from the Mulliken analysis, given in e for atoms 1 to 6: atom 1 (C): 0.152, atom 2 (N): 0.916, atom 3 (O): -0.549, atom 4 (O): -0.555, atom 5 (H): -0.151, atom 6 (H): 0.291

=====

Entry from the Open Molecules 2025 dataset: a structure of composition C5H11BrNO5S2 (ωB97M-V/def2-TZVPD).

Element x y z (Å)
C  -2.43445  -0.04781  2.42347
C  -1.15161  -0.22955  1.59127
Br  -0.35865  -1.93602  2.10194
C  -0.20257  0.93197  1.83068
S  1.20051  1.20459  0.72735
O  0.62346  1.93254  -0.39101
O  2.12986  1.93733  1.55062
N  1.69716  -0.25126  0.35283
S  2.37352  -0.46556  -1.08913
O  3.42770  0.47425  -1.36392
O  2.70080  -1.86927  -1.18912
C  1.12760  -0.17955  -2.34915
C  -0.27061  -0.65339  -1.96961
O  -0.85036  -1.51481  -2.96581
H  -3.28992  -0.50475  1.93311
H  -2.30899  -0.51024  3.39960
H  -2.63193  1.01057  2.58851
H  -1.42458  -0.29938  0.54330
H  0.17194  0.89426  2.85102
H  -0.76559  1.85345  1.68900
H  1.13855  0.89674  -2.50562
H  1.48357  -0.68628  -3.23997
H  -0.23487  -1.23467  -1.05219
H  -0.92394  0.20580  -1.82579
H  -1.22660  -0.95896  -3.64138

total energy: -3998.5136 hartree
charge: -1
multiplicity: 1

Atom charges from the Mulliken analysis, given in e for atoms 1 to 6: atom 1 (C): -1.369, atom 2 (C): 0.477, atom 3 (Br): -0.108, atom 4 (C): -0.976, atom 5 (S): 1.177, atom 6 (O): -0.671

=====

Entry from the Open Molecules 2025 dataset: a cluster of 2 separate species, C5H11BrOSi in total at a distorted geometry (ωB97M-V/def2-TZVPD).

Element x y z (Å)
C  -2.72474  -2.17280  0.21682
C  -1.91973  -1.15876  0.55241
C  1.47788  2.58580  -0.59345
C  0.57598  -1.42320  -1.58931
C  1.10984  1.67869  0.66923
O  -0.11288  0.99619  0.28511
Si  -0.54066  -0.46190  -0.32534
Br  4.29678  -0.05432  0.61493
H  -3.35130  -2.72024  0.91901
H  -2.79742  -2.64689  -0.78713
H  -2.33399  -0.57113  1.37122
H  1.66156  1.87915  -1.40079
H  0.56835  3.12473  -0.84481
H  2.29377  3.18427  -0.30396
H  0.34700  -1.19615  -2.71005
H  1.65853  -1.30187  -1.27048
H  0.52792  -2.55123  -1.63128
H  1.00563  2.32738  1.53622
H  2.04486  0.98767  0.86681

total energy: -3135.7596 hartree
ΔE to the lowest compared entry with this formula, charge and spin: 372.8 kJ/mol
multiplicity: 1

Atom charges from the Mulliken analysis, given in e for atoms 1 to 6: atom 1 (C): -0.408, atom 2 (C): -0.234, atom 3 (C): -1.064, atom 4 (C): -1.008, atom 5 (C): 0.173, atom 6 (O): -0.183

=====

Entry from the Open Molecules 2025 dataset: a cluster of 2 separate species, C5H11Cl3NO in total at a distorted geometry (ωB97M-V/def2-TZVPD).

Element x y z (Å)
C  2.26860  1.72976  0.33199
C  1.86011  -0.60056  0.03005
C  0.36522  0.74017  1.35344
C  -1.50489  -0.16795  -1.16336
C  -2.52616  -1.06511  -0.44787
N  1.44900  0.60594  0.73053
O  -2.95325  -2.00391  -1.35558
Cl  -1.21315  1.48845  -0.44040
Cl  -1.54344  -1.88280  0.85119
Cl  -3.85921  -0.26779  0.46785
H  3.21280  1.33691  0.17872
H  1.98198  2.04168  -0.65592
H  2.41206  2.63745  0.99690
H  1.10650  -1.40776  0.26726
H  2.14410  -0.38768  -0.99343
H  2.88310  -0.88694  0.55028
H  0.33686  1.63061  1.96437
H  -0.44028  -0.57491  -1.28886
H  -0.33887  -0.11697  1.67246
H  -2.11030  -0.07614  -2.09350
H  -3.53076  -2.77245  -0.95612

total energy: -1707.1851 hartree
<S²>: 2.007
charge: +1
multiplicity: 3

Atom charges from the Mulliken analysis, given in e for atoms 1 to 6: atom 1 (C): -0.841, atom 2 (C): -0.951, atom 3 (C): -0.786, atom 4 (C): -0.420, atom 5 (C): 0.502, atom 6 (N): 0.293

=====

Entry from the Open Molecules 2025 dataset: a cluster of 3 separate species, C5H11Cl4F3PS2 in total at a distorted geometry (ωB97M-V/def2-TZVPD).

Element x y z (Å)
F  3.46702  3.10116  3.74652
C  3.66795  2.78182  2.50096
F  4.00611  1.52311  2.37297
F  4.55357  3.56656  1.94335
S  2.08186  3.06718  1.55881
P  0.35396  2.50795  2.87109
S  0.14254  0.62107  2.98207
H  2.09153  2.02920  0.69699
H  0.54232  3.21415  4.07060
H  -0.67654  3.13537  2.15924
Cl  0.10989  -0.83166  -0.25217
C  0.46723  -2.57482  -0.09641
C  -0.59736  -3.29972  0.68077
Cl  -0.61475  -2.83363  2.40501
H  1.44002  -2.67344  0.37547
H  0.52580  -2.97353  -1.10699
H  -0.40560  -4.36971  0.64493
H  -1.58567  -3.10863  0.27646
Cl  -2.40480  -2.12247  -2.33730
C  -2.84195  -0.47020  -2.83641
C  -2.25905  -0.11031  -4.17626
Cl  -0.48332  0.04149  -4.10945
H  -2.50019  0.21063  -2.06129
H  -3.92803  -0.43054  -2.88263
H  -2.64960  0.85270  -4.49757
H  -2.50292  -0.85375  -4.92878

total energy: -3474.8989 hartree
charge: +1
multiplicity: 1

Atom charges from the Mulliken analysis, given in e for atoms 1 to 6: atom 1 (F): -0.163, atom 2 (C): 0.793, atom 3 (F): -0.156, atom 4 (F): -0.151, atom 5 (S): -0.084, atom 6 (P): 0.117